No. 1
Density functional theory data (the ωB97M-V functional and the def2-TZVPD basis) for the ion C24H25F3IN2O3S with charge +1.

The geometry in ORCA input format:
```
! RIJCOSX wB97M-V def2-TZVPD def2/J DEFGRID3
* xyz 1 1
C 5.694 -1.763 0.194
C 5.613 -0.311 -0.280
C 4.779 -0.193 -1.521
O 4.894 -0.962 -2.417
O 3.896 0.849 -1.569
C 2.532 0.413 -1.676
C 2.101 -0.257 -0.342
N 0.727 0.098 0.071
C 0.593 1.375 0.593
S 2.037 2.422 0.706
C -0.618 1.866 0.998
C -0.602 3.245 1.574
C -0.411 3.410 2.932
C -0.408 4.711 3.396
C -0.591 5.733 2.476
N -0.739 5.580 1.163
C -0.744 4.325 0.721
C -1.802 1.049 0.857
C -3.096 1.515 1.238
I -3.688 3.399 1.978
C -4.170 0.666 1.123
O -5.421 1.054 1.465
C -3.988 -0.620 0.621
C -2.789 -1.132 0.235
C -2.920 -2.561 -0.243
C -2.972 -2.704 -1.773
C -3.624 -3.997 -2.193
F -2.884 -5.047 -1.815
F -4.861 -4.145 -1.718
F -3.715 -4.033 -3.536
C -1.619 -0.282 0.325
C -0.326 -0.725 -0.074
C 0.015 -2.061 -0.658
C 0.446 -2.026 -2.158
H 6.148 -2.366 -0.586
H 4.699 -2.148 0.413
H 6.317 -1.859 1.077
H 5.204 0.296 0.527
H 6.618 0.069 -0.451
H 1.960 1.313 -1.867
H 2.509 -0.294 -2.496
H 2.815 -0.020 0.428
H 2.228 -1.320 -0.501
H 2.635 1.818 1.749
H -0.288 2.568 3.595
H -0.284 4.932 4.443
H -0.612 6.749 2.849
H -0.880 4.155 -0.339
H -5.723 0.564 2.240
H -4.886 -1.213 0.540
H -3.880 -2.952 0.081
H -2.216 -3.247 0.217
H -2.006 -2.674 -2.253
H -3.581 -1.890 -2.162
H -0.716 -2.840 -0.565
H 0.856 -2.439 -0.085
H -0.158 -2.691 -2.761
H 1.471 -2.382 -2.233
H 0.429 -1.019 -2.553
*
```

Properties
E_HOMO = -11.60 eV
E_tot = -2260.0111 hartree
LUMO = -0.157 Ha
orbital gap = 0.2696 Ha

Löwdin population analysis, charges in e, atoms 1 to 6:
1 C -0.08
2 C -0.14
3 C -0.50
4 O 0.17
5 O -0.03
6 C -0.15

***

No. 2
Density functional theory data (the ωB97M-V functional and the def2-TZVPD basis) for a cluster of 2 separate species, C3H9NO in total.

The geometry in ORCA input format:
```
! RIJCOSX wB97M-V def2-TZVPD def2/J DEFGRID3
* xyz 0 1
C -0.049 -0.947 -1.961
N -1.482 -1.125 -2.042
H 0.338 0.069 -1.874
H 0.329 -1.414 -1.058
H 0.531 -1.356 -2.803
H -1.693 -2.090 -1.831
H -1.868 -0.921 -2.952
C 1.375 0.858 2.231
C 0.344 1.500 1.703
O -0.958 1.410 2.057
H 2.292 0.675 1.691
H 1.361 0.398 3.219
H 0.518 2.335 1.029
H -1.038 0.609 2.591
*
```

Properties
energy relative to the best compared isomer or geometry (same formula, charge and spin) = 212.9 kJ/mol
E_HOMO = -8.88 eV
structure (SMILES) = C=CO.CN
E_tot = -249.6326 hartree
LUMO = 0.037 Ha
orbital gap = 0.3634 Ha

Löwdin population analysis, charges in e, atoms 1 to 6:
1 C -0.22
2 N -0.07
3 H 0.06
4 H 0.06
5 H 0.06
6 H 0.05

***

No. 3
Density functional theory data (the ωB97M-V functional and the def2-TZVPD basis) for a cluster of 2 separate species, C4H12O in total.

The geometry in ORCA input format:
```
! RIJCOSX wB97M-V def2-TZVPD def2/J DEFGRID3
* xyz 0 1
C -1.139 -0.276 -2.143
C -1.870 -0.745 -0.889
O -0.658 1.068 -2.017
H -0.266 -0.875 -2.335
H -1.814 -0.299 -2.991
H -2.556 0.000 -0.512
H -1.253 1.575 -1.436
H -1.115 -1.012 -0.143
H -2.434 -1.662 -1.089
C 2.042 0.616 2.268
C 1.255 0.020 1.087
H 1.448 0.520 3.183
H 2.837 -0.091 2.477
H 2.398 1.633 2.141
H 1.920 -0.348 0.311
H 0.537 0.675 0.585
H 0.666 -0.800 1.504
*
```

Properties
energy relative to the best compared isomer or geometry (same formula, charge and spin) = 58.6 kJ/mol
E_HOMO = -10.24 eV
structure (SMILES) = CCO.CC
E_tot = -234.8103 hartree
LUMO = 0.037 Ha
orbital gap = 0.4135 Ha

Löwdin population analysis, charges in e, atoms 1 to 6:
1 C -0.31
2 C -0.08
3 O -0.10
4 H 0.11
5 H 0.10
6 H 0.07

***

No. 4
Density functional theory data (the ωB97M-V functional and the def2-TZVPD basis) for a cluster of 13 separate species, C36H104N6O19 in total.

The geometry in ORCA input format:
```
! RIJCOSX wB97M-V def2-TZVPD def2/J DEFGRID3
* xyz -1 2
C 7.635 2.224 -1.124
C 6.322 2.603 -0.415
C 5.125 2.840 -1.362
O 4.778 1.598 -1.834
C 3.798 1.567 -2.870
N 6.127 1.542 0.564
H 8.127 3.027 -1.673
H 7.408 1.406 -1.809
H 8.315 1.878 -0.346
H 6.620 3.485 0.151
H 5.365 3.431 -2.246
H 4.301 3.372 -0.886
H 2.877 1.940 -2.423
H 3.535 0.517 -2.998
H 4.112 2.130 -3.749
H 5.599 2.038 1.268
H 5.475 0.927 0.099
C -4.941 1.423 -3.494
C -3.983 2.509 -3.055
C -4.774 3.778 -2.604
O -5.496 3.519 -1.471
C -6.326 4.602 -1.049
N -3.144 2.121 -1.986
H -5.776 1.218 -2.825
H -4.465 0.486 -3.783
H -5.421 1.820 -4.389
H -3.363 2.794 -3.905
H -5.407 4.128 -3.419
H -4.161 4.623 -2.291
H -6.989 4.974 -1.829
H -5.639 5.349 -0.652
H -6.758 4.209 -0.128
H -3.226 1.119 -2.076
H -3.671 2.200 -1.128
C -1.911 1.342 2.882
C -2.524 0.113 2.227
C -3.784 0.481 1.300
O -4.660 0.959 2.296
C -5.670 1.755 1.737
N -1.546 -0.602 1.457
H -0.989 1.606 2.363
H -1.563 1.064 3.876
H -2.589 2.190 2.967
H -2.874 -0.609 2.965
H -4.266 -0.381 0.837
H -3.640 1.332 0.634
H -6.393 2.127 2.462
H -6.410 1.235 1.128
H -5.415 2.669 1.200
H -2.042 -1.301 0.924
H -1.348 0.047 0.709
C 0.121 -0.330 -4.394
C -0.596 0.736 -5.169
C -2.047 0.426 -5.491
O -2.553 1.448 -6.300
C -3.781 1.151 -6.967
N -0.472 1.950 -4.358
H -0.446 -0.509 -3.481
H 1.161 -0.039 -4.245
H 0.169 -1.212 -5.034
H -0.083 0.908 -6.115
H -2.659 0.413 -4.590
H -2.137 -0.572 -5.921
H -3.571 0.592 -7.879
H -4.112 2.189 -6.997
H -4.470 0.632 -6.301
H -1.017 2.686 -4.784
H 0.441 2.331 -4.565
C 5.880 -0.400 5.973
C 4.925 0.525 5.220
C 3.892 -0.187 4.472
O 3.152 0.624 3.511
C 2.137 -0.262 3.002
N 4.290 1.402 6.249
H 5.319 -1.025 6.668
H 6.647 0.161 6.506
H 6.463 -1.042 5.312
H 5.534 1.158 4.575
H 3.282 -0.751 5.178
H 4.496 -0.923 3.942
H 1.639 0.266 2.189
H 1.373 -0.684 3.655
H 2.649 -1.049 2.449
H 3.557 0.857 6.679
H 3.725 1.996 5.659
C 2.240 -6.749 3.395
C 1.445 -5.621 2.843
C 2.041 -4.785 1.686
O 3.361 -4.245 1.954
C 3.772 -3.533 0.824
N 0.125 -6.133 2.463
H 3.307 -6.584 3.245
H 2.041 -7.651 2.815
H 2.047 -6.870 4.461
H 1.277 -4.974 3.704
H 1.340 -4.001 1.400
H 2.068 -5.397 0.784
H 4.855 -3.493 0.705
H 3.305 -2.549 0.802
H 3.460 -4.045 -0.086
H -0.448 -5.339 2.215
H -0.233 -6.225 3.403
O -3.094 -0.727 -1.942
H -3.114 -1.426 -1.289
H -2.815 -1.160 -2.749
C 2.128 -4.486 -2.621
C 1.218 -3.862 -3.630
O -0.135 -4.428 -3.736
O 3.387 -3.906 -2.600
H 2.260 -5.533 -2.893
H 1.723 -4.380 -1.615
H 1.616 -3.867 -4.644
H 1.058 -2.807 -3.407
H -0.038 -5.379 -3.830
H 4.086 -4.474 -2.267
C -2.797 5.241 -0.005
C -2.011 5.846 1.230
O -1.464 4.832 2.137
O -1.918 4.722 -1.007
H -3.482 5.923 -0.510
H -3.453 4.445 0.347
H -2.771 6.489 1.674
H -1.178 6.459 0.884
H -0.856 4.242 1.687
H -2.294 3.967 -1.467
C 1.931 5.069 0.334
C 1.747 3.580 0.450
O 0.376 3.292 0.835
O 0.949 5.832 -0.499
H 2.850 5.403 -0.147
H 2.067 5.357 1.377
H 2.372 3.181 1.248
H 2.136 3.108 -0.453
H 0.126 2.424 0.512
H 0.105 5.377 -0.476
C -0.895 -2.919 5.366
C -1.634 -3.386 4.093
O -0.848 -3.227 2.898
O -1.800 -2.903 6.454
H -0.461 -1.953 5.105
H -0.073 -3.597 5.597
H -2.444 -2.671 3.944
H -1.998 -4.413 4.085
H -0.937 -2.325 2.583
H -1.331 -3.005 7.285
C -2.395 -4.803 -1.230
C -1.952 -3.884 -0.083
O -2.820 -2.740 0.205
O -3.458 -5.629 -0.817
H -1.584 -5.399 -1.648
H -2.715 -4.151 -2.043
H -0.927 -3.518 -0.128
H -1.951 -4.547 0.782
H -3.439 -2.980 0.898
H -4.162 -5.000 -0.643
C 0.673 -0.933 -1.156
C 0.625 0.575 -1.011
O -0.637 0.982 -0.528
O 0.881 -1.671 0.034
H 1.403 -1.121 -1.943
H -0.224 -1.374 -1.592
H 0.815 1.110 -1.941
H 1.419 0.813 -0.303
H -1.192 1.280 -1.253
H 0.087 -1.660 0.572
*
```

Properties
energy relative to the best compared isomer or geometry (same formula, charge and spin) = 0.0 kJ/mol
E_HOMO (alpha / beta) = 0.09 / -6.97 eV
⟨S²⟩ = 0.751
E_tot = -3191.7645 hartree
LUMO (alpha / beta) = 0.075 / 0.074 Ha
orbital gap (alpha / beta) = 0.0714 / 0.3300 Ha

Löwdin population analysis, charges in e, atoms 1 to 6:
1 C -0.08
2 C -0.42
3 C -0.21
4 O -0.21
5 C -0.06
6 N 0.05

***

No. 5
Density functional theory data (the ωB97M-V functional and the def2-TZVPD basis) for the molecule C4H4BrN.

The geometry in ORCA input format:
```
! RIJCOSX wB97M-V def2-TZVPD def2/J DEFGRID3
* xyz 0 1
C -0.230 -1.101 -2.642
C 0.543 0.368 -0.410
C -0.409 -0.654 0.160
C 0.500 -1.013 -0.951
N -0.672 -1.214 -3.683
Br 1.933 -2.256 -0.813
H 0.137 1.162 -1.020
H 1.406 0.664 0.170
H -0.178 -1.077 1.127
H -1.466 -0.551 -0.034
*
```

Properties
energy relative to the best compared isomer or geometry (same formula, charge and spin) = 162.5 kJ/mol
E_HOMO = -10.72 eV
structure (SMILES) = N#CC1(Br)CC1
E_tot = -2783.4920 hartree
LUMO = 0.019 Ha
orbital gap = 0.4126 Ha

Löwdin population analysis, charges in e, atoms 1 to 6:
1 C -0.15
2 C -0.16
3 C -0.15
4 C -0.79
5 N 0.08
6 Br 0.75

***

No. 6
Density functional theory data (the ωB97M-V functional and the def2-TZVPD basis) for a cluster of 2 separate species, C6H12N2O in total.

The geometry in ORCA input format:
```
! RIJCOSX wB97M-V def2-TZVPD def2/J DEFGRID3
* xyz -1 2
C -2.686 -1.112 0.783
C -1.306 -1.867 0.727
O -2.948 0.038 0.080
H -3.419 -1.680 0.255
H -2.963 -0.815 1.837
H -1.440 -2.961 0.863
H -2.212 0.622 -0.232
H -0.494 -1.543 1.332
H -1.046 -1.949 -0.380
C 0.717 0.871 -2.214
C 1.565 0.326 1.322
C 1.344 0.754 -0.811
C 2.300 1.722 -0.356
N 0.858 -0.069 0.152
N 2.391 1.421 1.070
H 1.452 -0.074 2.335
H 3.191 1.456 1.628
H 2.967 2.347 -0.821
H 1.559 0.731 -2.892
H 0.157 1.770 -2.204
H 0.015 0.013 -2.474
*
```

Properties
energy relative to the best compared isomer or geometry (same formula, charge and spin) = 213.9 kJ/mol
E_HOMO (alpha / beta) = 1.04 / -2.59 eV
⟨S²⟩ = 0.765
E_tot = -420.4386 hartree
LUMO (alpha / beta) = 0.142 / 0.139 Ha
orbital gap (alpha / beta) = 0.1041 / 0.2345 Ha

Löwdin population analysis, charges in e, atoms 1 to 6:
1 C -0.35
2 C -0.10
3 O -0.12
4 H 0.08
5 H 0.11
6 H 0.05